Molecular formula: C55H63AlN3O2S2Se
Method: DFT, ωB97M-V/def2-TZVPD

## Properties
**F_max**: 0.016 Eh/bohr
**Frontier orbital gap**: 3.91 eV
**Energy above the lowest of the compared OMol25 structures with the same formula, charge and spin**: 44.88 kcal per mole
**DFT total energy**: -5888.80125 Ha
**Charge**: -1

Geometry as XYZ:
```
127
Properties=species:S:1:pos:R:3:forces:R:3
Al 1.19644 1.54419 -0.63060 0.64 -0.07 0.51
C -1.94061 -5.15374 -3.09083 -0.01 0.01 -0.08
C -1.93656 -3.99031 -4.09287 0.01 0.00 0.00
C -1.28542 -4.42774 -5.41332 -0.03 0.00 0.07
C -3.38728 -3.60014 -4.38767 0.11 -0.01 0.04
C -1.14246 -2.83185 -3.49279 -0.15 0.05 0.02
C -1.70962 -1.60655 -3.18187 0.07 -0.12 0.00
C -0.94357 -0.61306 -2.59583 -0.08 0.34 0.11
Se -1.82228 1.04789 -2.22291 0.02 0.38 0.06
C -2.27775 0.82799 -0.35992 0.24 -0.01 -0.29
C -3.49968 0.24077 -0.09722 0.07 0.00 0.12
C -3.90652 0.00143 1.20950 -0.04 -0.04 -0.06
C -3.04884 0.42914 2.21126 -0.02 0.00 0.00
C -1.81718 1.05273 1.99539 0.15 0.11 0.01
C -1.38877 1.23903 0.66199 -0.11 -0.21 -0.12
O -0.21425 1.77250 0.35343 -0.51 0.24 0.25
C -1.05763 1.49549 3.26374 0.02 0.07 0.02
C -1.89314 2.58115 3.96335 0.01 -0.04 -0.02
C 0.34614 2.06726 3.03539 -0.09 -0.06 0.02
C -0.91205 0.29667 4.22057 -0.06 0.03 -0.01
C -5.23511 -0.70538 1.46862 -0.05 0.02 0.01
C -6.38380 0.15313 0.91660 0.05 -0.06 0.04
C -5.47845 -0.94306 2.95997 0.03 0.02 -0.10
C -5.24124 -2.06425 0.75073 -0.02 0.07 0.05
C 0.42777 -0.75129 -2.31851 -0.18 -0.03 0.16
O 1.09557 0.23641 -1.74980 0.07 -0.22 -0.45
C 1.02465 -1.98745 -2.66177 0.22 -0.03 0.01
C 0.21102 -2.97605 -3.21041 -0.02 0.06 -0.01
C 2.51251 -2.35498 -2.48780 0.06 -0.01 0.00
C 3.09314 -2.71981 -3.86524 -0.06 0.00 0.05
C 3.39814 -1.25333 -1.89674 -0.08 -0.07 -0.01
C 2.61609 -3.58202 -1.56329 -0.05 0.01 -0.07
H -2.50496 -6.00569 -3.48045 0.01 -0.01 -0.02
H -0.92511 -5.48506 -2.86999 0.00 -0.02 0.01
H -2.39931 -4.83240 -2.15336 0.00 -0.03 0.02
H -1.88735 -5.19490 -5.90742 0.01 -0.03 0.02
H -1.19901 -3.57113 -6.08394 0.01 -0.02 -0.04
H -0.28601 -4.83295 -5.25061 0.01 0.02 -0.02
H -3.90350 -4.43492 -4.86620 0.00 -0.02 0.01
H -3.92467 -3.35307 -3.47021 -0.02 0.05 -0.01
H -3.43188 -2.74367 -5.06251 -0.05 0.01 0.00
H -2.74920 -1.38858 -3.38187 -0.03 -0.05 0.03
H -4.11960 -0.03652 -0.94096 -0.01 -0.04 0.01
H -3.34473 0.27465 3.23970 0.00 0.00 0.00
H -1.94623 3.48056 3.34542 -0.02 0.02 -0.01
H -2.91194 2.23974 4.15653 0.00 0.04 0.03
H -1.43209 2.84759 4.91754 0.01 0.02 0.00
H 0.33379 2.95399 2.40467 0.00 -0.01 -0.04
H 0.77259 2.34663 4.00223 -0.03 -0.01 0.03
H 1.01011 1.34127 2.57630 0.12 -0.01 -0.07
H -1.86421 0.00690 4.67162 0.01 0.00 -0.01
H -0.51247 -0.56136 3.68548 0.11 -0.10 -0.05
H -0.22171 0.54624 5.02900 -0.02 0.03 0.01
H -6.40986 1.12186 1.41958 -0.01 0.01 -0.01
H -6.25799 0.32771 -0.15278 -0.03 0.02 0.00
H -7.34440 -0.34541 1.07226 -0.01 0.00 0.00
H -5.55606 0.00430 3.49679 0.02 -0.03 0.06
H -6.41345 -1.48895 3.10272 -0.01 0.01 -0.02
H -4.67174 -1.53283 3.39925 -0.01 0.01 0.04
H -5.13699 -1.93877 -0.32719 0.02 -0.03 -0.02
H -4.41634 -2.68777 1.10158 0.01 0.00 0.01
H -6.18107 -2.58937 0.94144 0.00 -0.01 0.00
H 0.66779 -3.93041 -3.44313 0.06 0.01 0.01
H 3.09230 -1.84721 -4.52121 0.01 0.00 -0.01
H 4.12269 -3.06773 -3.75253 0.02 0.03 0.00
H 2.51942 -3.51026 -4.35135 0.04 -0.02 -0.04
H 3.41747 -0.36341 -2.52373 -0.01 0.02 0.03
H 3.06585 -0.95665 -0.90742 0.06 0.06 0.08
H 4.41975 -1.63244 -1.81040 0.00 -0.03 -0.03
H 2.16944 -4.47198 -2.01323 0.01 -0.01 0.00
H 3.66511 -3.79962 -1.34913 0.00 0.00 -0.02
H 2.10687 -3.38259 -0.62168 0.02 0.02 0.08
S 1.07502 -1.42622 1.21155 -0.04 0.05 0.08
C 0.24969 -2.79987 1.64807 0.60 0.53 0.06
N 0.82089 -3.65143 2.56938 -0.34 -0.16 -0.19
C 0.27320 -4.83234 2.94937 -0.04 0.02 -0.01
C -0.92015 -5.22814 2.44160 0.04 -0.24 0.14
C -1.58018 -4.38329 1.51418 0.23 0.33 -0.08
C -1.01554 -3.20031 1.13691 -0.50 -0.44 -0.02
H 1.71894 -3.35170 2.92512 0.00 0.02 0.00
H 0.84178 -5.41250 3.66147 -0.01 -0.01 0.01
H -1.34671 -6.17407 2.73950 0.01 0.01 0.03
H -2.53145 -4.69142 1.09967 -0.03 0.04 -0.01
H -1.49695 -2.53653 0.43141 0.04 0.03 -0.02
C 2.87011 1.71435 0.25152 -0.69 -0.07 -0.29
C 3.91523 1.84618 0.88305 0.17 -0.04 -0.05
C 5.12315 1.95142 1.58688 -0.14 -0.08 0.01
C 5.40169 0.92039 2.56631 -0.02 0.07 -0.07
C 4.74958 -0.33304 2.49411 0.08 0.03 0.02
C 4.96552 -1.31809 3.43690 0.00 0.01 0.02
C 5.82687 -1.10850 4.51041 0.00 -0.08 0.13
C 6.46090 0.12396 4.61577 0.01 0.00 -0.02
C 6.25782 1.11637 3.67189 0.00 -0.09 -0.01
C 5.99987 3.05400 1.26676 -0.08 -0.05 0.02
C 7.39556 3.01947 1.48207 0.00 0.07 0.01
C 8.21088 4.07693 1.11917 -0.03 0.01 0.01
C 7.68504 5.21921 0.52622 0.10 0.09 -0.06
C 6.31511 5.26917 0.28592 0.02 -0.03 0.00
C 5.49387 4.21517 0.63699 0.05 0.01 0.03
H 4.06974 -0.51141 1.67122 -0.03 -0.02 0.00
H 4.45968 -2.27403 3.32991 -0.02 0.02 0.00
H 5.98380 -1.87640 5.25929 0.02 -0.01 -0.03
H 7.11704 0.31902 5.45808 0.00 0.01 0.00
H 6.73650 2.07784 3.80416 0.01 -0.01 0.01
H 7.84178 2.12830 1.90343 0.00 0.02 0.00
H 9.28057 4.00611 1.28868 0.00 -0.02 0.00
H 8.33267 6.03750 0.23380 -0.02 0.01 0.03
H 5.88251 6.14839 -0.18060 -0.01 -0.01 -0.02
H 4.43114 4.26375 0.43227 -0.01 0.00 0.00
N -0.33087 5.20791 -0.42461 -0.15 -0.34 -0.02
C -0.10522 4.53818 -1.55297 0.14 0.44 0.19
S 1.37071 3.72928 -1.77246 0.20 -0.02 -0.31
N -0.99065 4.65857 -2.56062 0.11 -0.34 -0.15
C -2.39130 4.80598 -2.50774 -0.47 0.14 0.10
C -3.05409 5.04052 -3.71242 0.22 0.02 0.02
C -4.43352 5.09271 -3.75794 -0.09 -0.03 0.04
C -5.18058 4.91401 -2.60077 0.02 -0.01 -0.04
C -4.52453 4.69221 -1.40142 -0.10 0.04 0.01
C -3.14063 4.64334 -1.34348 0.19 -0.11 -0.02
H 0.28351 5.02427 0.35203 0.03 0.06 0.02
H -1.15066 5.77861 -0.30584 0.03 0.00 0.09
H -0.64260 4.26636 -3.42220 0.03 -0.16 0.03
H -2.47119 5.15919 -4.61847 -0.02 0.01 0.00
H -4.93014 5.25802 -4.70514 0.01 0.00 0.00
H -6.26140 4.92357 -2.64170 0.00 0.04 0.02
H -5.09307 4.52938 -0.49480 0.02 0.00 0.00
H -2.65948 4.40910 -0.40384 -0.06 -0.11 -0.02
```
Forces are in eV/Å.

=====

Molecular formula: C33H32BeN3O4
Method: DFT, ωB97M-V/def2-TZVPD

## Properties
**F_max**: 0.015 Eh/bohr
**Frontier orbital gap**: 8.28 eV
**DFT total energy**: -1757.01947 Ha
**Charge**: -1

Geometry as XYZ:
```
73
Properties=species:S:1:pos:R:3:forces:R:3
Be 0.21034 -0.12991 -0.86104 -0.38 -0.04 -0.06
C -1.53186 2.44149 -3.64004 0.02 0.01 0.11
C -1.96886 2.86249 -2.26574 0.05 -0.08 0.02
C -3.05826 3.71059 -2.12254 -0.03 0.05 0.02
C -3.44466 4.16649 -0.87604 -0.05 0.04 0.01
C -2.72126 3.78969 0.23976 -0.04 0.04 -0.01
C -1.61266 2.96429 0.12616 0.09 -0.08 -0.02
C -0.76876 2.68049 1.32776 0.00 -0.10 0.01
C -1.24876 2.46379 -1.12954 -0.43 0.39 0.08
N -0.14326 1.60219 -1.29944 -0.15 -0.62 0.23
C 0.95424 2.19269 -1.78604 -0.14 0.54 0.03
O 1.17814 3.39309 -1.91884 0.19 0.14 -0.20
C 1.86794 1.14559 -2.34524 0.50 0.14 -0.48
C 2.71514 1.28669 -3.43824 -0.05 0.06 0.29
C 3.13334 0.12819 -4.08294 -0.05 -0.03 0.14
C 2.65094 -1.11021 -3.67654 -0.01 -0.16 0.28
C 1.81274 -1.15181 -2.56564 0.49 -0.11 -0.53
N 1.52554 -0.04861 -1.91304 0.30 -0.06 -0.06
C 0.86144 -2.25551 -2.20254 -0.14 -0.48 -0.09
O 1.02944 -3.40861 -2.58284 0.21 -0.09 -0.22
N -0.21066 -1.73411 -1.58694 -0.07 0.61 0.49
C -1.34696 -2.57591 -1.57134 -0.42 -0.37 -0.07
C -1.78846 -3.22551 -0.41204 0.03 0.10 -0.08
C -1.01666 -3.10571 0.85856 0.05 0.01 -0.07
C -2.92826 -4.01421 -0.45804 -0.08 -0.06 -0.04
C -3.61576 -4.20981 -1.64114 -0.07 -0.05 0.00
C -3.15946 -3.60381 -2.79704 -0.04 -0.03 0.02
C -2.03586 -2.78791 -2.77594 0.01 0.11 -0.02
C -1.55096 -2.17551 -4.05824 0.00 -0.04 0.08
H -2.35846 2.51559 -4.34504 -0.02 -0.03 -0.05
H -1.14966 1.42149 -3.63394 -0.02 -0.05 -0.06
H -0.72866 3.09739 -3.98224 0.08 -0.03 -0.04
H -3.59586 4.03669 -3.00424 -0.04 -0.04 -0.07
H -4.28846 4.83299 -0.77404 -0.12 0.05 -0.01
H -2.99946 4.15929 1.21966 0.00 0.03 0.02
H -1.22236 3.09349 2.22686 -0.03 0.02 0.07
H 0.21454 3.13299 1.19896 0.12 -0.01 0.02
H -0.61316 1.61369 1.44886 0.08 -0.02 0.11
H 2.97094 2.27209 -3.79934 -0.02 0.03 0.05
H 3.77814 0.19919 -4.94994 -0.01 -0.01 -0.01
H 2.86324 -2.01631 -4.22454 -0.02 -0.05 0.04
H -0.08836 -3.67121 0.79486 0.13 0.03 0.01
H -1.59326 -3.47601 1.70396 -0.05 0.02 0.07
H -0.75026 -2.06951 1.01176 0.08 0.05 0.21
H -3.26926 -4.49611 0.45036 0.01 -0.02 0.04
H -4.49496 -4.83961 -1.66094 -0.06 -0.03 -0.02
H -3.67876 -3.77191 -3.73444 0.01 0.06 -0.01
H -2.35706 -2.14311 -4.78904 -0.01 0.04 -0.07
H -0.73696 -2.77851 -4.46274 0.08 0.01 -0.06
H -1.16686 -1.16871 -3.89794 -0.02 0.06 -0.02
C 2.55214 0.71189 6.90676 -0.09 0.05 -0.05
C 2.18824 0.44499 5.47516 -0.03 0.01 -0.03
C 3.13614 0.55119 4.47016 -0.06 -0.03 -0.03
C 2.83814 0.21069 3.16076 -0.02 -0.04 -0.04
C 3.88234 0.32269 2.09096 0.07 -0.11 0.00
C 1.55114 -0.22921 2.83746 0.09 -0.04 -0.01
C 0.55824 -0.24321 3.81706 0.07 0.11 -0.14
C -0.85546 -0.61711 3.48376 0.04 -0.04 -0.02
C 0.89704 0.08179 5.12606 0.16 0.00 -0.01
C 1.32654 -0.76771 1.43036 0.14 -0.07 0.37
O 1.94904 -1.75221 1.07826 0.26 -0.18 -0.14
O 0.48354 -0.11941 0.70996 -0.39 0.40 -0.18
H 3.62774 0.82069 7.02396 0.07 0.01 0.03
H 2.21734 -0.11241 7.53286 0.01 -0.04 0.15
H 2.07614 1.62179 7.26856 -0.04 0.09 0.10
H 4.13184 0.89539 4.71656 0.14 -0.01 0.00
H 4.80884 0.73839 2.48456 0.00 0.05 0.01
H 3.51684 0.96609 1.29096 0.08 0.03 -0.14
H 4.08264 -0.65851 1.66336 0.04 0.02 -0.07
H -1.03736 -1.66121 3.73286 -0.13 -0.10 0.04
H -1.03966 -0.48721 2.42406 -0.13 0.01 -0.04
H -1.55656 0.00809 4.03326 -0.07 -0.02 0.09
H 0.14214 0.04009 5.90006 -0.17 -0.04 0.05
```
Forces are in eV/Å.

=====

Molecular formula: C25H32BF2InN9O2S
Method: DFT, ωB97M-V/def2-TZVPD

## Properties
**F_max**: 0.046 Eh/bohr
**Frontier orbital gap**: 7.09 eV
**Energy above the lowest of the compared OMol25 structures with the same formula, charge and spin**: 7.92 kcal per mole
**DFT total energy**: -2427.98824 Ha
**Charge**: +1

Geometry as XYZ:
```
73
Properties=species:S:1:pos:R:3:forces:R:3
In 0.08366 -0.57975 -0.37326 0.09 0.99 0.64
O -1.14646 2.12338 3.35739 -0.36 0.17 -0.33
C -2.09790 2.77134 2.65256 -0.38 0.35 -0.45
C -3.16550 3.38060 3.35026 0.45 -0.17 0.42
C -4.20908 4.00900 2.69642 0.11 0.11 -0.30
C -4.17087 4.15594 1.28758 -0.47 -0.02 0.62
C -3.13412 3.59864 0.59473 1.20 -0.74 0.70
C -2.10191 2.86904 1.23900 -0.20 0.29 0.52
C -1.07307 2.15745 0.44053 0.20 -0.24 0.01
O -0.38410 1.24420 1.02637 0.18 -0.33 0.42
N -0.95803 2.41536 -0.83107 -0.41 0.45 -0.59
N -0.05492 1.56325 -1.42198 0.42 -0.64 0.33
C 0.63322 2.03587 -2.37751 -0.28 0.86 0.16
C 1.75531 1.35806 -3.02248 -0.48 0.61 -0.72
C 2.22955 1.83781 -4.25768 -0.24 0.35 0.85
C 3.28594 1.18325 -4.83678 1.20 -0.13 -0.32
C 3.83233 0.09711 -4.15210 -0.40 -0.16 0.61
C 3.27847 -0.31529 -2.92744 0.16 0.88 -1.30
N 2.26546 0.33873 -2.36976 -0.01 -1.17 0.24
H -0.62503 1.60872 2.69539 0.08 0.07 0.05
H -3.09955 3.36589 4.44305 -0.24 -0.14 -0.38
H -5.04559 4.38814 3.29746 0.42 0.01 -0.41
H -4.93926 4.69049 0.74430 -0.08 0.00 0.18
H -2.99121 3.65927 -0.45829 -0.35 0.26 -0.75
H 0.41500 3.05672 -2.65972 0.00 0.28 -0.25
H 1.86092 2.78597 -4.63556 -0.21 -0.28 -0.18
H 3.78024 1.55441 -5.75595 -0.54 -0.30 0.62
H 4.71407 -0.40820 -4.49745 0.14 -0.17 -0.31
H 3.65901 -1.17345 -2.42049 0.24 -0.32 0.44
C -4.44368 -0.03407 -1.41099 0.25 0.38 0.19
C -2.99695 -0.37383 -1.37306 0.36 0.09 1.01
N -2.29012 -0.37261 -0.28845 -0.83 0.33 -0.89
N -2.97752 0.03184 0.84667 0.00 0.09 0.03
C -2.62330 -0.57042 2.01115 -0.35 -1.06 0.86
N -3.30014 -0.14366 3.08045 -0.66 0.93 -0.35
S -1.62551 -1.88885 2.09674 0.63 -0.28 -0.17
C -2.28486 -0.81511 -2.57448 1.25 -0.11 0.03
C -2.89082 -1.02172 -3.77831 -1.13 -0.07 -0.33
C -2.19327 -1.62315 -4.80934 0.85 -0.05 0.48
C -0.86971 -1.95010 -4.63006 0.55 0.22 0.41
C -0.26609 -1.57673 -3.42799 0.56 -0.25 0.17
N -0.96123 -1.06099 -2.43101 -0.16 0.04 0.25
H -4.87096 -0.28636 -0.46666 -0.27 -0.03 0.79
H -4.99978 -0.59034 -2.12866 -0.18 -0.32 -0.81
H -4.60964 1.03335 -1.57097 0.11 0.00 -0.08
H -3.14096 1.03474 0.95190 -0.13 0.00 -0.46
H -4.03776 0.55460 2.98071 0.45 -0.27 0.17
H -3.13267 -0.53451 3.98785 0.19 -0.11 0.00
H -3.94518 -0.79823 -3.91377 0.23 0.03 0.03
H -2.66978 -1.84727 -5.71782 -0.63 -0.23 -1.03
H -0.25862 -2.46768 -5.35129 -0.15 0.05 -0.31
H 0.82093 -1.70106 -3.23300 -0.90 -0.07 -0.28
F 1.52696 -3.17912 0.42056 -0.10 0.74 -0.29
B 1.84662 -1.80988 0.45535 1.19 -0.84 -0.26
F 3.07006 -1.53250 -0.20072 -0.84 -0.09 0.04
C 4.71202 -1.48655 2.32257 1.05 0.69 -0.70
C 3.47744 -2.26291 2.61322 -0.46 0.85 0.78
C 3.28703 -2.27205 4.14240 0.12 -2.37 -0.28
C 3.62668 -3.65451 2.09071 0.29 -0.69 -0.28
N 2.20048 -1.56200 2.03170 0.18 -0.62 -0.04
N 1.99085 -0.22373 2.44459 0.06 0.17 0.57
H 5.55169 -1.96404 2.86670 -0.36 0.16 -0.58
H 4.66503 -0.47613 2.71395 -0.07 0.29 0.08
H 4.90280 -1.41325 1.23294 0.13 -0.21 0.71
H 4.13354 -2.90517 4.51462 -0.58 0.88 0.02
H 2.38290 -2.86128 4.44056 0.44 0.75 -0.19
H 3.31679 -1.29226 4.57828 0.02 0.33 0.41
H 4.45412 -4.16714 2.61275 -0.31 0.37 -0.16
H 3.82889 -3.68506 1.01485 -0.08 0.04 0.30
H 2.72735 -4.20056 2.29558 -0.46 -0.59 -0.04
H 1.44968 -2.07297 2.46231 -0.64 -0.36 0.33
H 2.52975 0.38489 1.84743 0.21 0.16 -0.01
H 2.29035 -0.13353 3.42251 -0.12 0.18 -0.64
```
Forces are in eV/Å.

=====

DFT total energy of number 1 (C55H63AlN3O2S2Se)? -5888.80125 Ha

=====

F_max of number 3 (C25H32BF2InN9O2S)? 0.046 Eh/bohr

=====

Look up the F_max of the third one. 0.046 Eh/bohr

=====

What is the charge in the second record? -1